88
Properties=species:S:1:pos:R:3:forces:R:3 method="wB97M-V/def2-TZVPD" de_lowest_kcal_mol=26.0 multiplicity=2 s2=0.758 e_homo_ev="-12.92 / -12.88" energy_ev=-194609.0481 total_charge=+2 lumo_ev="-5.493 / -6.005"
Ru 1.105210 0.290818 -0.346919 -0.935 -0.345 -0.146
C 2.459921 -3.581983 -2.146925 -0.030 0.010 -0.077
C 1.635720 -2.515169 -1.510947 -0.203 0.078 -0.230
N 1.967325 -1.272886 -1.520869 0.487 -0.208 0.592
N 3.142123 -0.985406 -2.204244 0.067 0.111 -0.069
C 3.861890 -0.098298 -1.588864 -0.080 -0.164 0.013
N 5.063576 0.246036 -2.081143 0.037 -0.041 -0.002
S 3.339040 0.668014 -0.097571 0.098 0.401 -0.040
C 0.393195 -2.813923 -0.783747 -0.056 -0.020 0.103
C -0.239187 -4.053936 -0.814123 0.092 0.020 0.018
C -1.371097 -4.247342 -0.043548 -0.040 0.009 0.029
C -1.835487 -3.199273 0.737701 -0.021 -0.039 -0.033
C -1.157048 -1.996926 0.690547 -0.001 0.009 -0.052
N -0.080585 -1.795699 -0.060004 -0.176 0.013 -0.075
H 3.512752 -3.399070 -1.943449 -0.003 -0.008 0.000
H 2.342950 -3.572103 -3.232697 -0.010 0.008 0.003
H 2.185931 -4.563666 -1.771762 0.016 -0.006 -0.010
H 5.475718 -0.333683 -2.795283 0.006 0.001 0.015
H 5.668963 0.851116 -1.554678 -0.014 0.035 -0.010
H 0.152985 -4.855310 -1.422614 -0.003 0.002 0.007
H -1.874522 -5.204797 -0.040793 0.000 0.001 -0.009
H -2.701379 -3.312306 1.376053 0.006 0.000 0.005
H -1.471985 -1.152510 1.285576 -0.005 -0.067 -0.074
C 2.489603 2.220286 -3.399340 -0.079 0.005 0.034
As 0.953838 1.443191 -2.505507 0.196 0.000 -0.286
C 0.197440 0.354872 -3.914269 0.067 0.053 0.044
C -0.202569 2.988276 -2.302997 -0.021 -0.021 0.037
C -0.709448 3.666839 -3.402561 0.003 -0.001 -0.010
C -1.575831 4.737750 -3.217790 0.006 -0.003 -0.046
C -1.934220 5.129676 -1.937525 -0.017 0.026 0.026
C -1.403016 4.474363 -0.831988 0.071 0.062 0.035
C -0.526876 3.414384 -1.015886 0.025 -0.101 -0.016
As 0.452125 2.569060 0.423126 0.270 0.128 0.233
C -0.397733 3.072433 2.092739 -0.146 0.018 -0.186
C 1.999994 3.741033 0.501512 -0.043 -0.040 0.042
H 2.132453 2.674156 -4.323726 0.014 0.021 0.005
H 3.225650 1.456217 -3.632126 -0.016 -0.020 0.000
H 2.938392 2.989894 -2.774945 0.011 -0.019 0.018
H -0.203165 0.986271 -4.705787 -0.010 -0.007 -0.006
H -0.577908 -0.279409 -3.497155 -0.003 -0.006 -0.009
H 1.001147 -0.259796 -4.317933 0.006 -0.005 0.012
H -0.448818 3.365689 -4.411035 0.006 -0.004 0.002
H -1.974476 5.262063 -4.076084 0.003 -0.001 0.001
H -2.614796 5.958866 -1.796687 -0.001 -0.005 0.007
H -1.664044 4.811394 0.164095 0.001 -0.002 -0.002
H 0.212734 2.702259 2.913952 0.006 -0.002 0.006
H -1.398630 2.656313 2.180265 0.011 -0.015 -0.003
H -0.438525 4.159429 2.148526 -0.008 0.001 -0.019
H 1.660103 4.771775 0.587106 -0.001 0.004 0.016
H 2.600747 3.620998 -0.396969 -0.011 0.004 -0.009
H 2.610353 3.477141 1.364697 0.004 0.002 0.002
C -3.725481 0.413546 0.094765 0.039 0.004 -0.030
P -2.692150 0.319008 -1.378717 -0.205 0.042 -0.095
C -3.095786 -1.233777 -2.196290 0.012 0.055 0.024
C -3.297197 1.610672 -2.470787 0.016 -0.071 0.040
O -1.224238 0.458445 -1.068702 0.048 0.047 0.163
H -4.777201 0.496430 -0.181242 0.005 -0.003 -0.011
H -3.442639 1.297957 0.668354 -0.008 0.006 -0.007
H -3.600268 -0.473523 0.714532 0.008 -0.007 -0.004
H -4.177165 -1.330974 -2.303506 0.002 0.005 0.000
H -2.718473 -2.075966 -1.617569 0.006 0.003 0.013
H -2.648781 -1.257779 -3.190595 0.001 0.010 0.003
H -4.348511 1.437015 -2.704292 -0.002 0.008 0.008
H -2.723929 1.607612 -3.397637 -0.014 -0.025 0.004
H -3.187532 2.586535 -1.996522 0.005 -0.013 0.005
Te 1.406938 -0.285471 2.403250 0.736 0.244 0.116
C -0.067341 0.140847 3.853325 -0.229 -0.258 -0.164
C -1.434513 0.181545 3.593515 0.038 0.021 -0.021
C -2.329450 0.437922 4.620955 0.012 0.006 0.010
C -1.860378 0.644907 5.911518 -0.007 0.007 0.021
C -0.498763 0.607688 6.171549 -0.020 0.022 0.017
C 0.402120 0.360246 5.144443 0.058 -0.010 -0.043
C 1.529665 -2.374336 2.583172 -0.127 -0.040 -0.055
C 0.537738 -3.132197 3.188440 0.050 0.038 0.070
C 0.672089 -4.513759 3.233360 0.024 -0.019 -0.008
C 1.779582 -5.126772 2.664452 -0.011 -0.011 0.005
C 2.767232 -4.359594 2.060411 0.036 -0.001 0.003
C 2.649886 -2.977601 2.020466 -0.031 -0.004 -0.017
H -1.807412 0.031634 2.588931 -0.027 0.095 0.077
H -3.392099 0.472900 4.418469 -0.001 -0.003 -0.005
H -2.558347 0.837552 6.715163 0.003 0.003 -0.002
H -0.132649 0.774487 7.175598 0.004 -0.004 -0.002
H 1.464722 0.339880 5.352352 -0.004 -0.016 0.012
H -0.322915 -2.655566 3.643580 0.003 0.000 -0.007
H -0.087671 -5.111130 3.720736 0.002 0.005 0.003
H 1.883279 -6.202753 2.708205 0.001 0.002 0.003
H 3.644032 -4.835591 1.640672 -0.004 -0.002 -0.004
H 3.433074 -2.377159 1.570242 0.006 -0.008 -0.006